ORCA calculation (wB97M-V/def2-TZVPD) on C16H44FN4O4Pd as an isolated structure in a non-equilibrium geometry.

Output
- charge = +1
- E_tot (hartree) = -1383.48350
- frontier orbital gap (alpha / beta) (eV) = 9.217 / 9.487
- spin multiplicity = 3
- molecular weight (g mol⁻¹) = 481.97
- highest occupied orbital energy (alpha / beta) (eV) = -11.1 / -12.2
- max |F| (eV/Å) = 1.81
- energy relative to the best compared isomer or geometry (same formula, charge and spin) (kcal per mole) = 0.00

Structure (XYZ):
```
70
C16H44FN4O4Pd wB97M-V/def2-TZVPD
Pd 1.31431 -0.24864 0.09879
F 2.82652 1.12255 -0.24198
C 2.05511 -2.52128 3.82609
C 1.17999 -1.86666 2.77215
C -0.17673 -1.64607 3.32946
O -1.07323 -1.22525 2.30704
C -2.28752 -0.73332 2.84632
N 1.75396 -0.55658 2.32788
H 2.08664 -1.93572 4.75155
H 3.08904 -2.62811 3.48900
H 1.67458 -3.50578 4.10767
H 1.09202 -2.50900 1.89740
H -0.14246 -0.94893 4.18476
H -0.57618 -2.57804 3.76994
H -2.11243 0.18108 3.42984
H -2.76553 -1.50020 3.46066
H -2.95189 -0.42706 2.03814
H 1.74349 0.06827 3.13922
H 2.75992 -0.72514 2.22277
C 0.83569 2.29232 -4.08374
C 0.14536 1.67969 -2.89149
C -1.20241 1.13603 -3.28875
O -1.98162 0.89480 -2.14154
C -3.37239 0.79141 -2.45099
N 0.98238 0.56296 -2.29942
H 1.70757 2.88838 -3.78329
H 0.19493 2.98677 -4.63365
H 1.25622 1.55608 -4.77718
H 0.08431 2.43314 -2.10442
H -1.07641 0.18369 -3.82279
H -1.73510 1.86527 -3.91139
H -3.80581 1.80078 -2.56948
H -3.84842 0.32254 -1.59927
H -3.54365 0.27193 -3.39576
H 1.94145 0.92704 -2.30332
H 0.93894 -0.18391 -2.99414
C 3.48582 -3.32075 -2.17678
C 2.57428 -2.27604 -1.59576
C 1.14657 -2.81421 -1.62407
O 0.21095 -1.90959 -1.01876
C -1.10178 -2.38745 -1.06919
N 2.94108 -1.85814 -0.19913
H 3.45418 -4.24797 -1.59456
H 4.52299 -2.98176 -2.18295
H 3.21782 -3.56647 -3.20567
H 2.58128 -1.38327 -2.22329
H 1.06627 -3.79280 -1.11831
H 0.82920 -3.01447 -2.65749
H -1.72831 -1.83790 -0.36618
H -1.19947 -3.44990 -0.82401
H -1.54502 -2.20426 -2.06014
H 3.81980 -1.33989 -0.22931
H 3.09083 -2.74625 0.28381
C 0.72081 3.14916 1.30109
C -0.50488 2.27250 1.50487
C -1.74523 3.06346 1.21161
O -2.85186 2.41829 1.80778
C -3.98017 3.30035 1.96523
N -0.38541 1.07728 0.60541
H 0.73437 3.93263 2.07090
H 0.76443 3.67282 0.34152
H 1.65941 2.60032 1.38538
H -0.49167 1.92284 2.53455
H -1.94922 3.18407 0.13727
H -1.65428 4.07919 1.62472
H -4.37542 3.60488 0.98902
H -3.70933 4.15867 2.58713
H -4.76189 2.74552 2.48164
H -1.07006 0.37595 0.91137
H -0.77674 1.34814 -0.30376
```